{
  "formula": "C3H9N2O",
  "method": "ωB97M-V with the def2-TZVPD basis set",
  "e_lumo_ha": [-0.1010, -0.3256],
  "homo_energy_ev": [-10.3, -14.6],
  "orbital_gap_ev": [7.554, 5.783],
  "s_squared": 2.006,
  "spin_multiplicity": 3,
  "total_charge": 1,
  "max_force_ev_per_a": 5.8,
  "symbols": ["C", "C", "C", "N", "N", "O", "H", "H", "H", "H", "H", "H", "H", "H", "H"],
  "coordinates": [[1.04, 1.19, -0.07], [2.10, 0.09, -0.33], [0.66, -0.18, -0.37], [-2.91, -0.24, 0.25], [-0.35, -0.94, -0.32], [2.80, -0.48, 0.70], [0.85, 1.52, 0.94], [0.95, 1.98, -0.80], [2.63, 0.17, -1.28], [-3.04, 0.62, 0.77], [-3.29, -1.01, 0.80], [-3.44, -0.18, -0.61], [-0.23, -1.94, -0.44], [-1.41, -0.58, -0.09], [3.64, -0.03, 0.84]],
  "mulliken_spin": [0.1659, 0.3320, 0.6579, 0.0394, 0.3788, 0.3130, 0.0389, 0.0633, 0.0408, -0.0018, -0.0013, -0.0009, -0.0137, -0.0277, 0.0154]
}